(1)
Below is C46H42As2BrN2O2Pt as an isolated structure at a distorted geometry, with properties calculated with the ωB97M-V functional and the def2-TZVPD basis.

**HOMO level (alpha / beta)**: -0.5695 / -0.5881 Ha
**HOMO-LUMO gap (alpha / beta)**: 0.27707 / 0.21276 Eh
**2S+1**: 5
**Total charge**: +3

Element x y z (Å)
Pt1 -0.931 0.063 1.017
Br1 -0.823 -7.323 2.838
C1 -0.493 -5.570 2.370
C2 0.841 -5.101 2.297
C3 1.069 -3.817 1.930
C4 -0.011 -2.904 1.630
O1 0.302 -1.742 1.278
C5 -1.374 -3.405 1.726
C6 -2.567 -2.584 1.568
N1 -2.596 -1.349 1.264
C7 -3.786 -0.585 1.371
C8 -5.012 -0.957 0.903
C9 -6.142 -0.153 1.168
C10 -6.028 0.977 1.928
C11 -4.766 1.371 2.439
C12 -4.581 2.470 3.310
C13 -3.340 2.729 3.821
C14 -2.252 1.947 3.397
N2 -2.376 0.945 2.551
C15 -3.632 0.610 2.113
C16 -1.573 -4.713 2.088
H1 1.658 -5.770 2.534
H2 2.076 -3.427 1.846
H3 -3.510 -3.074 1.816
H4 -5.120 -1.867 0.322
H5 -7.108 -0.459 0.790
H6 -6.903 1.572 2.166
H7 -5.433 3.085 3.582
H8 -3.178 3.525 4.535
H9 -1.254 2.151 3.765
H10 -2.585 -5.095 2.168
C17 2.031 1.478 -1.017
C18 0.882 1.191 -1.995
As1 -0.408 -0.193 -1.472
C19 -1.711 -0.093 -2.897
C20 -2.118 1.166 -3.337
C21 -3.006 1.275 -4.396
C22 -3.501 0.131 -5.005
C23 -3.105 -1.122 -4.557
C24 -2.214 -1.240 -3.499
C25 0.529 -1.838 -1.883
C26 -0.063 -3.048 -1.530
C27 0.525 -4.251 -1.889
C28 1.720 -4.257 -2.600
C29 2.316 -3.058 -2.960
C30 1.716 -1.852 -2.611
As2 3.141 -0.021 -0.338
C31 3.282 0.165 1.558
C32 4.313 -0.552 2.176
C33 4.503 -0.450 3.545
C34 3.640 0.333 4.304
C35 2.587 1.012 3.696
C36 2.396 0.917 2.329
C37 4.889 0.378 -1.050
C38 5.057 0.223 -2.430
C39 6.172 0.761 -3.048
C40 7.129 1.427 -2.287
C41 6.972 1.552 -0.913
C42 5.862 1.017 -0.277
H11 1.643 1.961 -0.121
H12 2.751 2.142 -1.486
H13 1.266 0.914 -2.974
H14 0.317 2.112 -2.118
H15 -1.730 2.067 -2.876
H16 -3.309 2.255 -4.745
H17 -4.196 0.214 -5.831
H18 -3.483 -2.016 -5.036
H19 -1.908 -2.223 -3.175
H20 -1.002 -3.050 -0.988
H21 0.044 -5.187 -1.630
H22 2.175 -5.197 -2.889
H23 3.234 -3.058 -3.536
H24 2.155 -0.929 -2.964
H25 4.969 -1.178 1.582
H26 5.321 -0.979 4.018
H27 3.783 0.409 5.375
H28 1.929 1.626 4.299
H29 1.586 1.466 1.871
H30 4.333 -0.327 -3.017
H31 6.299 0.653 -4.118
H32 8.009 1.835 -2.767
H33 7.717 2.072 -0.324
H34 5.753 1.126 0.791
C43 -2.018 4.226 -0.901
C44 -1.159 4.899 0.185
C45 -0.573 3.719 0.986
O2 -1.090 2.514 0.364
C46 -2.335 2.889 -0.268
H35 -1.433 4.079 -1.812
H36 -2.910 4.796 -1.150
H37 -1.770 5.525 0.833
H38 -0.376 5.521 -0.240
H39 -0.884 3.757 2.028
H40 0.515 3.672 0.948
H41 -3.114 2.997 0.494
H42 -2.617 2.098 -0.957


(2)
Below is a 7-piece molecular cluster, C46H43BF6O5S overall, with properties calculated with the ωB97M-V functional and the def2-TZVPD basis.

**HOMO level**: -0.3318 Ha
**HOMO-LUMO gap**: 0.28463 Eh

Element x y z (Å)
C1 5.639 -3.181 2.931
C2 5.370 -1.719 3.275
O1 4.079 -1.622 3.901
B1 3.402 -0.446 3.714
O2 3.668 0.642 4.498
C3 2.279 -0.365 2.591
C4 2.523 -0.265 1.287
C5 1.449 -0.219 0.257
O3 1.743 -0.168 -0.917
C6 0.032 -0.278 0.722
S1 -1.244 -0.231 -0.500
C7 -0.240 -0.396 2.028
O4 -1.492 -0.426 2.507
C8 -1.922 -1.687 3.066
C9 -2.021 -2.784 2.028
C10 0.869 -0.414 3.055
O5 0.608 -0.455 4.238
H1 5.929 -3.306 1.889
H2 6.393 -3.612 3.587
H3 4.710 -3.725 3.092
H4 5.366 -1.115 2.362
H5 6.119 -1.307 3.954
H6 3.534 1.475 4.036
H7 3.531 -0.222 0.886
H8 -1.591 1.056 -0.359
H9 -2.882 -1.486 3.535
H10 -1.229 -1.979 3.858
H11 -2.530 -3.641 2.475
H12 -2.580 -2.462 1.149
H13 -1.034 -3.127 1.709
F1 -3.594 3.842 2.727
C11 -2.382 3.897 3.321
C12 -1.791 5.131 3.505
C13 -0.547 5.182 4.117
C14 0.081 4.013 4.526
C15 -0.536 2.785 4.324
C16 -1.783 2.718 3.716
H14 -2.297 6.027 3.175
H15 -0.072 6.141 4.275
H16 1.051 4.059 5.006
H17 -0.053 1.871 4.643
H18 -2.281 1.772 3.554
F2 -0.947 8.269 3.427
C17 -1.220 9.016 2.333
C18 -0.214 9.242 1.417
C19 -0.505 10.005 0.296
C20 -1.779 10.526 0.111
C21 -2.769 10.281 1.052
C22 -2.496 9.516 2.177
H19 0.771 8.828 1.585
H20 0.268 10.192 -0.437
H21 -1.999 11.121 -0.765
H22 -3.763 10.687 0.913
H23 -3.252 9.307 2.922
F3 2.211 -3.126 0.934
C23 2.382 -4.447 0.699
C24 2.677 -5.271 1.765
C25 2.844 -6.628 1.524
C26 2.723 -7.129 0.234
C27 2.429 -6.274 -0.821
C28 2.253 -4.915 -0.592
H24 2.762 -4.855 2.759
H25 3.068 -7.292 2.348
H26 2.856 -8.187 0.050
H27 2.342 -6.660 -1.824
H28 2.018 -4.227 -1.394
F4 -3.114 0.078 -3.490
C29 -2.337 0.727 -4.387
C30 -2.535 0.512 -5.735
C31 -1.716 1.187 -6.630
C32 -0.725 2.045 -6.171
C33 -0.551 2.237 -4.806
C34 -1.367 1.577 -3.901
H29 -3.307 -0.169 -6.067
H30 -1.854 1.038 -7.693
H31 -0.089 2.563 -6.877
H32 0.223 2.900 -4.443
H33 -1.265 1.706 -2.833
F5 2.371 -7.625 -3.770
C35 3.354 -7.086 -4.531
C36 3.239 -7.167 -5.903
C37 4.247 -6.617 -6.682
C38 5.343 -6.008 -6.085
C39 5.430 -5.945 -4.702
C40 4.428 -6.483 -3.907
H34 2.378 -7.651 -6.343
H35 4.174 -6.666 -7.760
H36 6.126 -5.584 -6.698
H37 6.284 -5.474 -4.233
H38 4.478 -6.438 -2.828
F6 -6.293 -1.852 0.468
C41 -6.488 -0.738 -0.271
C42 -7.465 0.155 0.122
C43 -7.656 1.300 -0.638
C44 -6.882 1.531 -1.768
C45 -5.910 0.611 -2.140
C46 -5.703 -0.536 -1.388
H39 -8.056 -0.049 1.005
H40 -8.412 2.015 -0.342
H41 -7.034 2.426 -2.355
H42 -5.304 0.785 -3.017
H43 -4.945 -1.259 -1.655


(3)
Below is C46H43BrFN5O4Re as an isolated structure at a distorted geometry, with properties calculated with the ωB97M-V functional and the def2-TZVPD basis.

**HOMO level (alpha / beta)**: -0.2957 / -0.2996 Ha
**HOMO-LUMO gap (alpha / beta)**: 0.24722 / 0.22095 Eh
**2S+1**: 4

Element x y z (Å)
Re1 0.312 0.357 -0.530
O1 -4.658 3.643 -4.095
C1 -4.131 4.220 -3.122
O2 -4.337 5.304 -2.549
C2 -2.961 3.402 -2.488
C3 -2.438 2.303 -3.160
C4 -1.373 1.634 -2.614
N1 -0.870 1.960 -1.404
C5 -1.297 3.081 -0.793
C6 -2.343 3.815 -1.322
C7 -0.496 3.553 0.367
C8 -0.969 4.508 1.252
C9 -0.130 4.953 2.261
C10 1.143 4.424 2.360
C11 1.524 3.454 1.448
N2 0.730 3.032 0.468
C12 -0.568 0.629 -3.335
C13 -0.729 0.371 -4.683
C14 0.183 -0.434 -5.338
C15 1.254 -0.952 -4.627
C16 1.343 -0.680 -3.283
N3 0.447 0.079 -2.636
H1 -2.899 2.024 -4.100
H2 -2.686 4.734 -0.864
H3 -1.982 4.882 1.168
H4 -0.479 5.696 2.968
H5 1.827 4.733 3.141
H6 2.499 2.982 1.519
H7 -1.553 0.827 -5.214
H8 0.067 -0.640 -6.396
H9 2.010 -1.568 -5.093
H10 2.142 -1.108 -2.695
C17 5.291 0.292 -0.244
C18 4.098 1.116 0.257
C19 3.333 1.636 -0.947
C20 3.330 0.415 1.393
C21 3.747 0.847 2.657
C22 3.305 0.251 3.816
C23 2.465 -0.843 3.723
C24 1.999 -1.321 2.506
C25 1.121 -2.585 2.608
C26 1.751 -3.858 2.019
C27 -0.327 -2.465 2.128
C28 2.383 -0.634 1.329
N4 1.725 -1.026 0.084
C29 2.235 -2.219 -0.485
C30 3.496 -2.719 -0.122
C31 4.032 -3.875 -0.663
C32 3.325 -4.610 -1.601
C33 2.062 -4.170 -1.959
C34 1.547 -3.021 -1.395
F1 0.295 -2.681 -1.757
H11 5.965 0.933 -0.822
H12 4.970 -0.525 -0.890
H13 5.858 -0.131 0.588
H14 4.529 1.994 0.739
H15 3.036 0.812 -1.575
H16 3.981 2.269 -1.562
H17 2.465 2.244 -0.672
H18 4.452 1.671 2.718
H19 3.621 0.621 4.783
H20 2.141 -1.336 4.632
H21 1.066 -2.766 3.680
H22 1.527 -3.976 0.956
H23 1.342 -4.728 2.539
H24 2.836 -3.874 2.143
H25 -0.383 -2.292 1.056
H26 -0.854 -1.659 2.637
H27 -0.851 -3.401 2.352
H28 4.059 -2.178 0.627
H29 5.014 -4.202 -0.340
H30 3.737 -5.513 -2.035
H31 1.444 -4.715 -2.663
C35 -2.990 -3.803 -0.918
C36 -3.485 -2.365 -0.690
C37 -4.178 -2.269 0.679
C38 -4.454 -1.954 -1.809
C39 -2.316 -1.470 -0.700
C40 -1.319 -0.781 -0.651
H32 -3.842 -4.488 -0.921
H33 -2.299 -4.103 -0.127
H34 -2.469 -3.885 -1.875
H35 -4.935 -3.054 0.758
H36 -4.673 -1.303 0.798
H37 -3.458 -2.393 1.491
H38 -5.356 -2.572 -1.759
H39 -3.993 -2.090 -2.791
H40 -4.746 -0.907 -1.703
Br1 -5.303 2.029 0.104
C41 -4.118 2.041 1.575
C42 -4.518 2.614 2.771
N5 -3.712 2.677 3.833
C43 -2.475 2.198 3.708
C44 -1.988 1.619 2.540
C45 -2.846 1.514 1.456
C46 -0.529 1.252 2.500
O3 0.154 1.476 3.475
O4 -0.028 0.692 1.418
H41 -5.513 3.031 2.877
H42 -1.824 2.279 4.568
H43 -2.537 1.024 0.544


| no. | DFT total energy (eV) |
| --- | --- |
| 1 | -250397.7014 |
| 2 | -86454.0525 |
| 3 | -138929.8867 |